1.
# C26H25Cl3IN4O4STi

C26H25Cl3IN4O4STi as an isolated structure (the ωB97M-V functional and the def2-TZVPD basis, the OMol25 dataset).

## Properties
orbital gap (spin up / spin down)	6.4 / 6.1	eV
E_HOMO (spin up / spin down)	-7.2 / -7.2	eV
DFT total energy	-4451.687892	Ha
energy relative to the best compared isomer or geometry (same formula, charge and spin)	62.86	kJ/mol
⟨S²⟩	0.76

```
! RIJCOSX wB97M-V def2-TZVPD def2/J DEFGRID3
* xyz 0 2
Ti -0.236 0.246 0.317
N 1.914 -0.030 0.159
C 2.610 1.009 -0.545
C 3.968 0.988 -0.709
C 4.622 2.041 -1.379
C 3.911 3.088 -1.893
C 2.507 3.131 -1.739
C 1.698 4.133 -2.313
C 0.342 4.065 -2.171
C -0.214 3.030 -1.399
N 0.507 2.104 -0.807
C 1.861 2.104 -1.017
H 2.417 -0.064 1.135
H 2.166 -0.928 -0.254
H 4.534 0.169 -0.285
H 5.698 2.011 -1.481
H 4.405 3.890 -2.426
H 2.163 4.935 -2.873
H -0.315 4.797 -2.617
H -1.283 2.980 -1.246
C -1.319 2.621 2.330
C -1.448 1.813 1.075
O -2.356 1.935 0.286
H -1.939 3.516 2.270
H -0.275 2.865 2.524
H -1.657 1.999 3.163
O -0.319 -0.241 -1.675
S -0.860 -1.345 -2.578
C 0.540 -1.647 -3.686
C 0.449 -0.606 -4.794
C -1.031 -0.561 -5.162
C -1.787 -0.426 -3.844
H 0.430 -2.666 -4.065
H 1.434 -1.604 -3.068
H 1.086 -0.867 -5.638
H 0.777 0.364 -4.413
H -1.312 -1.489 -5.666
H -1.277 0.262 -5.832
H -2.814 -0.781 -3.846
H -1.777 0.592 -3.454
Cl -0.766 -0.114 5.648
C 0.505 -0.584 4.572
Cl 3.612 0.140 2.522
Cl 1.797 -1.505 5.198
C 0.404 -0.226 3.307
N 0.179 0.084 2.173
I 2.228 -4.050 -0.950
C 0.373 -3.271 -0.584
H 0.365 -2.552 0.225
H -0.438 -3.988 -0.590
O -3.184 -0.453 -1.249
C -3.023 -1.026 -0.188
N -1.841 -1.084 0.539
C -1.997 -2.036 1.563
O -1.112 -2.496 2.239
C -3.435 -2.450 1.591
C -4.114 -3.305 2.435
C -5.468 -3.500 2.181
C -6.101 -2.869 1.112
C -5.400 -2.023 0.258
C -4.061 -1.828 0.529
H -3.610 -3.792 3.259
H -6.044 -4.154 2.822
H -7.155 -3.045 0.946
H -5.878 -1.532 -0.579
*
```

2.
# H2IO

A 2-piece molecular cluster, H2IO overall (the ωB97M-V functional and the def2-TZVPD basis, the OMol25 dataset).

## Properties
orbital gap	7.6	eV
E_HOMO	-3.6	eV
DFT total energy	-374.232335	Ha
energy relative to the best compared isomer or geometry (same formula, charge and spin)	1.21	kJ/mol

```
! RIJCOSX wB97M-V def2-TZVPD def2/J DEFGRID3
* xyz -1 1
I 1.575 -1.866 -0.074
O -0.731 0.830 -0.253
H 0.029 0.209 -0.371
H -0.873 0.826 0.698
*
```

3.
# C5H7NO

C5H7NO in the gas phase (the ωB97M-V functional and the def2-TZVPD basis, the OMol25 dataset).

## Properties
orbital gap	8.2	eV
E_HOMO	-7.4	eV
DFT total energy	-324.647967	Ha
energy relative to the best compared isomer or geometry (same formula, charge and spin)	200.85	kJ/mol

```
! RIJCOSX wB97M-V def2-TZVPD def2/J DEFGRID3
* xyz 0 1
C 0.417 0.742 1.345
C 0.106 -1.458 -0.741
C -1.195 -0.852 -0.783
C -1.171 0.474 -0.533
N 0.197 0.802 -0.140
C 1.093 -0.499 -0.622
O 2.289 -0.322 -0.627
H 1.342 0.195 1.546
H -0.435 0.205 1.761
H 0.493 1.740 1.770
H 0.330 -2.509 -0.850
H -2.103 -1.405 -1.012
H -1.943 1.231 -0.568
H 0.578 1.658 -0.545
*
```

4.
# C3H7N3

C3H7N3 as an isolated structure in a non-equilibrium geometry (the ωB97M-V functional and the def2-TZVPD basis, the OMol25 dataset).

## Properties
orbital gap	9.4	eV
E_HOMO	-9.0	eV
DFT total energy	-282.658585	Ha
energy relative to the best compared isomer or geometry (same formula, charge and spin)	303.68	kJ/mol

```
! RIJCOSX wB97M-V def2-TZVPD def2/J DEFGRID3
* xyz 0 1
C 0.595 -0.397 -0.411
C -0.742 -2.106 0.451
N -0.356 -1.431 -0.545
N 0.948 0.104 0.842
H 0.126 0.269 1.419
H 1.454 -0.585 -1.053
H -0.406 -1.942 1.478
H -1.489 -2.876 0.290
C -0.380 2.197 -0.825
N 0.121 2.603 0.164
H 1.269 1.116 0.729
H -1.163 2.363 -1.544
H 0.024 0.686 -0.995
*
```

5.
# C18H18ClIN2O2

C18H18ClIN2O2 in the gas phase in a non-equilibrium geometry (the ωB97M-V functional and the def2-TZVPD basis, the OMol25 dataset).

## Properties
orbital gap	8.7	eV
E_HOMO	-9.2	eV
DFT total energy	-1714.477785	Ha
energy relative to the best compared isomer or geometry (same formula, charge and spin)	234.21	kJ/mol

```
! RIJCOSX wB97M-V def2-TZVPD def2/J DEFGRID3
* xyz 0 1
O -2.111 0.938 0.720
O 0.237 -0.811 3.138
Cl 0.404 2.291 3.272
I -1.037 4.865 -5.407
C -1.337 0.750 -0.225
C 0.440 -0.522 1.967
C 3.779 1.928 0.883
C 3.684 0.618 0.455
C 2.824 2.454 1.797
C -0.477 2.261 -3.601
C -2.312 3.521 -2.713
C -0.491 1.490 -2.431
C -2.433 2.689 -1.548
C 2.586 -0.188 0.796
C 1.649 1.614 2.155
C -1.363 3.298 -3.714
C -1.451 1.692 -1.415
C 1.560 0.342 1.627
N -0.442 -0.384 -0.219
N -0.219 -1.242 0.908
C -2.195 -2.768 1.524
C 0.142 -3.717 1.690
C -0.782 -3.132 -0.529
C -0.698 -2.684 0.951
H 4.671 2.540 0.759
H 4.478 0.275 -0.186
H 2.865 3.471 2.172
H 0.483 2.169 -4.109
H -3.040 4.408 -2.828
H 0.304 0.721 -2.331
H -3.227 2.741 -0.784
H 2.453 -1.177 0.210
H -0.185 -0.742 -1.079
H -2.049 -2.136 2.487
H -2.926 -2.153 0.943
H -2.592 -3.767 1.757
H -0.005 -4.724 1.391
H 1.206 -3.378 1.528
H -0.008 -3.648 2.716
H -0.765 -4.260 -0.611
H -1.621 -2.776 -1.050
H 0.003 -2.862 -1.061
*
```

6.
# C29H56F5IO13S7Si

A 7-piece molecular cluster, C29H56F5IO13S7Si overall in a non-equilibrium geometry (the ωB97M-V functional and the def2-TZVPD basis, the OMol25 dataset).

## Properties
orbital gap	7.9	eV
E_HOMO	-8.0	eV
DFT total energy	-5990.530409	Ha

```
! RIJCOSX wB97M-V def2-TZVPD def2/J DEFGRID3
* xyz 0 1
O 4.656 1.693 -2.928
Si 3.342 1.338 -3.976
I 3.746 2.453 -6.189
C 3.084 -0.515 -4.348
C 3.282 -1.489 -3.084
C 4.838 -1.609 -2.599
S 5.246 -3.196 -1.721
C 1.717 2.190 -3.299
F 0.802 2.235 -4.405
F 1.089 1.396 -2.314
C 1.953 3.703 -2.820
F 1.839 3.798 -1.425
F 3.147 4.263 -3.296
F 0.880 4.467 -3.350
H 5.392 1.056 -3.022
H 3.717 -0.775 -5.256
H 1.977 -0.630 -4.685
H 2.999 -2.541 -3.434
H 2.594 -1.214 -2.216
H 4.969 -0.742 -1.850
H 5.553 -1.364 -3.464
H 4.268 -3.282 -0.726
C 1.246 -7.158 -3.150
C 2.505 -7.848 -2.621
C 3.434 -6.755 -2.085
S 2.375 -5.408 -1.568
O 2.626 -4.271 -2.418
O 2.394 -5.315 -0.124
C 0.840 -6.159 -2.076
H 0.447 -7.873 -3.355
H 1.477 -6.634 -4.082
H 2.233 -8.531 -1.810
H 2.999 -8.439 -3.395
H 4.017 -7.104 -1.232
H 4.101 -6.380 -2.863
H 0.156 -5.392 -2.438
H 0.412 -6.668 -1.209
C 2.111 -3.145 3.831
C 3.044 -2.066 4.383
C 4.438 -2.327 3.809
S 4.186 -3.147 2.238
O 4.711 -4.490 2.330
O 4.557 -2.248 1.166
C 2.407 -3.225 2.340
H 1.063 -2.909 4.020
H 2.334 -4.105 4.310
H 2.691 -1.081 4.061
H 3.061 -2.066 5.475
H 4.988 -1.400 3.648
H 5.016 -2.995 4.450
H 2.049 -4.143 1.879
H 2.005 -2.357 1.813
C -3.311 -1.440 -6.065
C -2.511 -0.484 -5.177
C -1.550 -1.332 -4.339
S -1.210 -2.801 -5.304
O -1.756 -3.945 -4.608
O 0.159 -2.761 -5.766
C -2.290 -2.399 -6.665
H -3.863 -0.906 -6.841
H -4.032 -1.994 -5.456
H -1.940 0.206 -5.806
H -3.163 0.117 -4.540
H -0.617 -0.805 -4.141
H -2.008 -1.644 -3.399
H -2.738 -3.308 -7.066
H -1.690 -1.905 -7.433
C -0.634 6.897 0.396
C 0.769 6.298 0.514
C 1.306 6.657 1.902
S -0.125 6.831 2.962
O -0.222 8.209 3.383
O -0.158 5.733 3.903
C -1.347 6.539 1.693
H -1.168 6.510 -0.474
H -0.564 7.984 0.294
H 0.710 5.210 0.412
H 1.433 6.665 -0.272
H 1.955 5.876 2.297
H 1.836 7.611 1.892
H -2.230 7.150 1.881
H -1.609 5.479 1.719
C -4.409 7.045 5.853
C -3.648 6.092 4.928
C -4.685 5.351 4.080
S -6.093 6.447 3.942
O -7.214 5.844 4.626
O -6.190 6.929 2.582
C -5.434 7.747 4.971
H -3.740 7.760 6.336
H -4.917 6.473 6.636
H -2.985 6.669 4.277
H -3.027 5.393 5.491
H -4.303 5.126 3.084
H -5.017 4.434 4.567
H -6.238 8.217 5.536
H -4.955 8.479 4.317
C -4.075 -2.220 2.397
C -3.716 -3.705 2.304
C -2.220 -3.835 2.596
S -1.798 -2.461 3.664
O -0.896 -1.585 2.951
O -1.503 -2.960 4.988
C -3.419 -1.716 3.676
H -5.155 -2.064 2.412
H -3.668 -1.687 1.532
H -4.288 -4.265 3.051
H -3.963 -4.120 1.324
H -1.989 -4.771 3.105
H -1.625 -3.749 1.685
H -3.329 -0.631 3.714
H -3.947 -2.081 4.559
*
```

7.
# C24H32N3O3SbY

C24H32N3O3SbY as an isolated structure in a non-equilibrium geometry (the ωB97M-V functional and the def2-TZVPD basis, the OMol25 dataset).

## Properties
orbital gap	8.6	eV
E_HOMO	-17.8	eV
DFT total energy	-1601.444429	Ha

```
! RIJCOSX wB97M-V def2-TZVPD def2/J DEFGRID3
* xyz 3 1
Y 0.029 -0.059 -0.086
C -2.048 -0.795 3.217
O -1.117 0.019 2.478
C -0.830 1.216 3.217
C 0.184 2.059 2.445
O -0.110 2.105 1.035
C -1.269 2.892 0.700
C -2.575 2.092 0.655
O -2.372 0.865 -0.066
C -3.645 0.249 -0.338
H -1.763 -0.846 4.270
H -3.061 -0.389 3.151
H -2.022 -1.799 2.802
H -1.751 1.785 3.385
H -0.421 0.956 4.200
H 0.215 3.073 2.862
H 1.186 1.622 2.518
H -1.382 3.732 1.392
H -1.058 3.291 -0.297
H -2.956 1.858 1.655
H -3.335 2.702 0.150
H -4.312 0.959 -0.836
H -3.475 -0.597 -1.003
H -4.116 -0.088 0.589
C -1.797 1.657 -2.837
C -0.319 1.826 -2.868
C 0.230 2.861 -3.620
C 1.590 2.908 -3.851
C 2.350 1.827 -3.417
C 1.758 0.868 -2.619
N 0.460 0.908 -2.249
Sb 2.964 -0.922 -2.238
C 1.250 -2.303 -1.933
C 1.387 -3.488 -2.636
C 0.421 -4.479 -2.517
C -0.653 -4.247 -1.677
C -0.744 -3.038 -0.994
C -1.891 -2.795 -0.060
N 0.192 -2.071 -1.126
C 3.175 -0.345 -0.128
C 4.443 0.039 0.263
C 4.731 0.146 1.619
C 3.786 -0.315 2.516
C 2.540 -0.738 2.056
C 1.610 -1.476 2.953
N 2.189 -0.618 0.753
H -2.186 1.845 -3.837
H -2.284 2.372 -2.180
H -2.063 0.638 -2.557
H -0.428 3.598 -4.052
H 2.041 3.725 -4.393
H 3.390 1.724 -3.703
H 2.250 -3.639 -3.272
H 0.512 -5.409 -3.059
H -1.416 -4.999 -1.546
H -1.871 -3.533 0.743
H -2.844 -2.924 -0.577
H -1.841 -1.781 0.373
H 5.199 0.239 -0.486
H 5.684 0.522 1.957
H 4.018 -0.382 3.567
H 1.716 -1.167 3.989
H 1.884 -2.536 2.920
H 0.572 -1.398 2.627
*
```

8.
# C4H9NO

A 2-piece molecular cluster, C4H9NO overall in a non-equilibrium geometry (the ωB97M-V functional and the def2-TZVPD basis, the OMol25 dataset).

## Properties
orbital gap	10.2	eV
E_HOMO	-9.2	eV
DFT total energy	-287.756878	Ha
energy relative to the best compared isomer or geometry (same formula, charge and spin)	198.42	kJ/mol

```
! RIJCOSX wB97M-V def2-TZVPD def2/J DEFGRID3
* xyz 0 1
C -1.405 2.168 0.191
C -0.228 1.228 0.039
C -0.367 -0.012 -0.420
N 0.671 -0.977 -0.446
C 1.697 -0.736 -1.131
H -2.364 1.740 -0.106
H -1.260 3.082 -0.380
H -1.494 2.434 1.253
H 0.698 1.639 0.412
H -1.341 -0.354 -0.760
H 1.810 0.142 -1.785
H 2.537 -1.426 -1.114
H 0.397 -2.246 1.070
H 0.448 -3.776 1.420
O 0.200 -2.905 1.755
*
```

The highest DFT total energy belongs to which entry?
C3H7N3

Which value of DFT total energy does entry 4 give?
-282.658585 Ha

What is the formula in the fifth record?
C18H18ClIN2O2

The highest DFT total energy belongs to which entry?
C3H7N3